DFT (ωB97M-V/def2-TZVPD) results for C56H143BN13O21Zn as an isolated structure at a distorted geometry.

Geometry as XYZ:
```
235
Properties=species:S:1:pos:R:3:forces:R:3
Zn -3.602356 -2.553430 0.834950 0.54 -0.47 -0.03
O 1.185927 1.432616 -1.748113 -0.02 0.43 0.07
O 1.963349 -0.554533 -0.777440 -1.21 -0.11 -0.35
O 4.120062 -0.175880 -0.703366 0.36 0.83 -0.07
O -2.952479 -4.274113 -3.581335 -1.46 -0.36 -0.71
O -6.790455 -2.635599 -0.506407 -0.22 0.74 0.26
O 7.735521 2.573428 -1.781657 -0.11 0.01 -1.14
O 3.219052 -4.413362 1.576034 0.10 0.14 -0.08
O -5.756645 -1.845794 -6.148472 -0.85 0.21 -2.11
O -2.507195 -1.653801 3.006125 0.08 0.64 -0.01
O 3.241449 2.398988 -2.066416 -0.55 0.26 -0.13
O 6.322509 -0.872801 3.037728 0.76 -0.88 0.66
O -1.376678 -6.425613 -0.603504 -0.53 -0.07 0.22
O -1.863869 -1.758898 -2.627917 -0.16 0.23 0.51
O -5.556667 1.251586 1.430394 -0.88 -0.03 0.91
O -0.574126 4.951110 2.708828 -0.04 -1.17 0.04
O -1.956531 -1.361965 0.338318 0.45 0.34 -0.39
O 0.003727 -0.556575 -2.362011 0.53 0.04 -0.01
O 2.543907 2.290640 1.475180 1.28 0.45 0.34
O -2.900054 4.680882 -3.529201 0.07 0.65 0.70
O -0.267917 0.041474 -0.102877 0.16 -0.57 -0.68
O 5.737824 6.047188 -0.215283 0.68 -1.50 0.59
N -3.872670 -3.243093 -1.131472 -1.54 0.73 -0.51
N 0.390352 -3.711107 0.186255 -1.54 -0.38 -1.92
N -4.836281 -1.062694 -3.705970 -2.14 -0.16 -0.10
N -5.314962 -1.870347 1.654266 -1.00 2.45 1.56
N 3.494332 -0.192906 3.324960 0.77 1.20 -0.19
N 2.834303 7.178297 -2.379819 1.63 1.02 1.28
N -2.190764 -3.900707 1.663283 -0.82 0.07 -0.79
N -0.916788 7.078709 -1.475717 1.77 -1.74 0.70
N 5.934580 -0.263442 -3.218416 1.99 -0.33 -1.85
N -1.847366 2.817416 4.563463 0.24 0.03 -1.99
N 5.941016 -2.451880 5.430091 -1.13 -1.63 -1.22
N 5.789745 -5.701436 1.846576 1.13 0.50 -1.09
N -4.325540 0.033922 -0.633215 -0.24 -2.75 -1.34
C 1.273133 0.065950 4.229766 0.87 0.52 0.93
C -4.861113 2.055022 0.522216 1.76 0.28 0.06
C -4.727218 -5.519015 -0.578648 -0.50 -0.90 -0.12
C -5.978973 1.163819 -4.045808 -0.70 0.50 2.14
C 6.895596 -0.542072 1.827123 0.67 1.51 -1.80
C -1.434105 -2.476215 3.344393 0.78 -0.12 0.44
C -2.154156 -0.262396 2.972187 0.91 -0.56 1.07
C -1.089876 -1.137329 -1.945831 1.29 0.14 -0.25
C 0.128303 -4.568640 -1.067368 1.21 1.36 1.24
C -2.474342 3.687706 3.565196 -1.46 1.26 0.32
C -1.913987 -3.864906 3.106428 0.57 -1.81 -0.47
C 5.626198 -4.319472 1.310944 1.40 -1.15 0.94
C -3.114446 5.205371 -4.810034 1.53 -0.78 -1.28
C -6.628859 -2.591151 1.875052 0.25 0.55 0.21
C -1.064898 5.983192 -2.456272 -0.86 0.56 0.44
C -1.591827 4.026701 2.355149 0.21 -0.72 1.15
C -1.140128 -0.867976 -0.429582 -0.57 0.76 0.59
C 2.163259 0.339105 3.034883 -1.44 -0.47 -2.07
C -0.428166 4.696731 -1.971232 -1.60 -1.19 0.89
C -6.025963 -0.468978 -5.864773 0.70 -0.44 -0.84
C -2.612251 5.716543 -2.556130 0.64 -0.47 -0.76
C 7.969380 -1.261539 6.267046 -0.34 -0.42 1.64
C 0.264275 5.273010 1.621640 -0.09 1.62 -0.09
C 1.983820 1.813810 2.654601 -2.22 0.00 0.84
C -5.737601 -2.119764 -7.611888 -0.31 0.40 1.71
C 6.745316 -1.287138 5.328892 0.66 1.80 2.31
C 3.657298 7.091945 -1.086289 -0.69 -0.17 -0.91
C 3.184982 -3.454955 2.619076 -0.29 0.70 -0.22
C 2.514254 1.536614 -1.693747 1.12 -0.96 1.03
C 3.024352 0.205850 -0.981963 0.25 -0.20 -0.23
C -3.838534 -4.672597 -1.459086 0.42 -0.05 0.48
C 6.831470 0.904196 -3.275943 -1.45 -0.51 0.58
C 7.593686 3.274621 -0.621578 -0.65 1.00 1.77
C -3.104290 5.050552 4.066929 2.30 0.02 1.29
C 1.192128 -4.374782 -2.137559 1.71 -0.22 -0.34
C 3.903613 2.818481 1.601809 -0.52 -2.12 0.37
C 6.944589 1.443440 -1.834962 0.30 -2.24 -0.33
C -7.205679 -1.904742 -1.681913 -1.49 0.63 1.57
C 7.346303 -0.989055 4.027020 -0.04 -1.62 -1.67
C 6.798903 -4.038909 0.334671 -1.28 -0.20 -0.30
C 2.713048 6.510186 -0.055677 -0.13 -1.06 0.94
C -0.909993 -4.953812 3.524946 0.89 -0.60 -0.51
C -1.582123 -7.861668 -0.562585 1.20 1.08 -1.14
C -3.760382 1.225682 -0.176897 -0.31 2.11 0.21
C 0.004407 -6.029446 -0.680834 -1.32 0.08 -0.15
C -7.509660 -2.277962 0.722907 0.50 0.74 -2.54
C -3.016847 2.083828 -1.195911 -1.55 0.41 0.40
C -4.120449 -4.860909 -2.928223 2.22 0.12 0.17
C -7.373950 -2.249793 3.178344 0.41 0.69 0.34
C 6.337975 7.165596 0.392205 -0.29 0.61 -1.58
C -6.508929 2.020658 2.208261 0.83 -1.05 -0.07
C -5.945297 -0.336389 -4.376644 0.46 0.97 0.09
C 4.884572 6.143599 -1.300588 -0.83 2.06 -0.20
C 6.492862 1.999372 -4.245686 0.41 0.99 -1.53
C 4.285457 -4.192455 0.669773 -0.49 0.99 -0.62
C -3.015270 -4.262032 -5.022849 -0.88 0.35 0.06
B 0.796959 0.144158 -1.268620 -1.51 -0.79 0.18
H 6.426801 -3.258454 5.007175 -0.04 0.35 0.46
H -4.212132 -5.924037 -3.133655 0.03 -0.15 -0.37
H 3.988011 8.082734 -0.714079 -0.20 -0.34 -0.70
H -3.057538 1.062478 0.591359 0.89 -0.78 1.07
H 7.491647 0.619725 -1.329057 -0.56 0.22 0.41
H -1.325137 -3.693229 1.127879 0.08 -0.06 0.16
H 6.816114 1.777221 -5.305947 0.20 0.23 1.16
H 6.903014 -2.970238 0.125391 0.15 -0.16 0.23
H 0.954034 -4.252980 0.796662 0.99 -0.33 0.57
H -5.652608 -5.095105 -0.217785 -0.08 0.96 0.12
H -2.204970 -3.660439 -5.420116 0.28 0.07 0.35
H -4.924049 0.198186 -1.436546 -0.40 0.18 0.08
H 5.781555 -3.743107 2.210531 -0.36 1.00 -0.04
H -0.681317 3.864632 -2.659788 0.47 0.55 0.11
H -1.171676 -0.111748 2.432317 -1.13 -0.01 0.50
H -3.024753 3.064004 -0.707294 0.84 0.15 -0.56
H 0.902298 -2.871873 -0.063681 0.22 -0.08 0.04
H -8.378619 -2.899397 0.683348 -0.98 -0.09 0.50
H 8.399146 -0.267459 6.335766 -0.13 0.32 -0.15
H 1.675686 -0.142086 2.144050 0.89 -0.47 0.53
H -6.341069 -3.616691 1.928196 -0.17 -0.96 -0.23
H 0.084445 7.345413 -1.327898 -1.39 -0.10 -0.44
H -5.493393 2.527971 -0.201174 -0.86 0.20 -0.63
H 1.896377 0.278116 5.119908 -0.47 -0.08 -0.09
H 5.792011 -0.696358 -4.146126 -0.29 0.52 1.17
H -2.261027 5.894472 -5.094307 -1.27 -0.16 0.27
H 6.523534 3.424496 -0.305231 0.67 -0.13 -0.48
H -2.991119 4.360678 -5.545069 -0.40 0.65 0.71
H -2.931730 -5.261749 -5.445983 0.00 -0.23 0.13
H 5.937406 1.561090 -1.381755 0.46 0.23 -0.21
H 0.539203 -6.295252 0.230454 0.10 0.09 0.21
H -5.469210 -1.038432 1.044992 -0.06 -0.65 -0.46
H -7.009794 -0.034574 -6.183451 0.47 -0.89 -0.09
H -3.125861 -2.842199 -1.699979 0.09 0.35 -0.05
H 4.194622 -4.937996 -0.121013 0.00 -0.25 0.06
H -0.618133 6.314106 -3.417728 -0.44 -0.52 0.10
H -5.042866 -4.357457 -3.130144 -0.75 0.47 -0.79
H -2.054098 1.712012 -1.486475 0.71 0.00 0.26
H 6.549019 -4.495989 -0.634829 0.15 -0.03 0.11
H -0.536427 -2.263758 2.710736 -0.54 -0.13 0.14
H -1.180640 -6.015288 3.321700 -0.40 0.84 -0.45
H -5.981174 2.726913 2.821766 0.29 0.62 0.21
H -2.073055 0.094229 4.034358 -0.04 0.03 -1.09
H -1.497194 7.837865 -1.701513 -0.42 1.29 -0.36
H 2.602388 6.226664 -2.542374 -0.57 -1.08 -0.31
H 5.026933 -6.062450 2.382117 -0.71 0.21 0.21
H -7.078016 1.386345 2.896505 0.25 -0.28 -0.38
H -6.624527 -2.041425 3.957968 -0.33 -0.34 0.03
H 0.447653 -6.526385 -1.499556 0.60 -1.19 -0.86
H -2.794856 -4.910220 -1.280601 -0.05 -0.72 -0.11
H -2.829148 -4.128378 3.632109 -0.29 0.60 0.13
H 7.751197 0.442664 -3.554143 1.17 0.23 -0.18
H -2.456857 -4.825332 1.376961 -0.01 -0.68 -0.13
H -1.086629 -2.376323 4.377055 -0.26 0.34 0.19
H -2.616483 -8.144320 -0.401989 -0.13 0.48 0.32
H 8.087219 2.795686 0.254446 0.05 0.18 -0.43
H 3.957538 -3.594101 3.369956 0.30 -0.14 -0.01
H 7.442521 7.048368 0.436882 -0.73 -0.16 0.29
H -0.918478 -8.187015 0.214805 0.09 -0.94 0.46
H 4.608560 1.937717 1.595633 -0.41 0.94 0.24
H -5.109169 1.782673 -4.363734 -0.47 -0.65 0.15
H 5.842437 7.247940 1.362083 0.50 0.64 0.07
H 0.956736 -0.956413 4.307162 -0.01 -0.60 -0.06
H -3.259737 5.748622 3.255889 -0.14 0.04 -0.29
H 3.457084 7.397617 -3.158924 -0.10 0.26 0.16
H 0.896370 6.118369 1.946383 -0.19 -0.61 -0.04
H 0.841531 -4.781239 -3.104068 0.12 0.24 0.39
H 0.398542 0.701036 4.279862 -0.24 0.21 -0.12
H -8.047486 -3.057765 3.507981 0.45 0.23 -0.21
H 6.218385 -0.807727 1.017841 -0.21 -0.01 -0.05
H 1.530900 -3.330699 -2.288153 -0.71 -0.28 0.10
H -3.355282 3.155988 3.178383 0.32 -0.30 -0.23
H -5.207501 -1.296734 -8.125369 -0.01 -0.64 0.13
H 7.874266 -0.079471 4.027855 0.87 1.38 0.24
H -6.925599 1.660929 -4.403503 1.00 -0.62 0.04
H 0.861569 4.502870 1.174989 0.56 -1.10 0.52
H -3.625639 -0.561101 -1.089505 -0.10 0.21 0.32
H -3.587964 2.167435 -2.111882 -0.30 0.19 -0.28
H -4.175168 -5.895986 0.281222 -0.04 -0.19 0.01
H -6.420713 -1.980246 -2.427858 -0.21 -0.19 0.02
H -5.303089 -3.108630 -7.705707 0.52 0.15 -0.17
H -0.786596 -4.999931 4.597360 0.20 0.51 0.43
H 8.776867 -1.878945 5.894491 0.12 -0.47 -0.05
H -2.359457 2.604683 5.375784 -1.13 0.02 0.84
H -4.003273 4.959770 4.646918 -0.59 -0.41 0.12
H 2.245568 -3.644297 3.110495 -0.48 0.21 0.34
H -2.368858 5.551493 4.772362 -0.68 -0.48 -0.88
H -2.930037 5.225860 -1.611868 0.04 0.99 -0.30
H 5.838893 -6.226805 0.992014 0.10 -1.04 -0.08
H 0.628607 4.773071 -1.829100 0.70 -0.05 0.01
H -1.288814 -8.296270 -1.542583 0.04 0.12 0.55
H -6.882479 -0.714740 -4.018140 -0.51 -0.51 0.45
H 0.089787 -4.820066 3.048511 -0.62 0.10 0.39
H 2.232382 2.294797 3.590882 0.79 1.30 0.10
H 7.861938 -1.050269 1.604282 -0.49 0.17 0.40
H -4.749802 -2.891493 -1.592084 0.96 0.10 1.01
H 3.232788 -2.381414 2.289300 -0.04 -1.00 0.01
H 7.715295 -4.501696 0.687694 0.08 0.22 0.17
H -7.984815 -1.328520 3.113929 0.29 -0.38 -0.25
H 4.497068 5.163454 -1.431679 -0.32 -1.06 -0.36
H 2.176427 5.601846 -0.490549 0.31 1.32 0.49
H 5.176841 -0.174254 -2.617343 -1.68 0.15 0.67
H -4.308706 2.877850 1.020461 -0.42 -0.17 0.16
H -2.992922 0.159607 2.454230 -0.15 0.86 -0.14
H -5.230995 -1.280040 2.513031 0.79 -0.99 -0.36
H 4.039541 3.315361 0.665403 0.39 0.88 -0.23
H 6.148137 8.018443 -0.302927 0.19 0.00 1.02
H -5.253010 0.118871 -6.390321 -0.06 0.09 0.25
H 7.759705 -1.555747 7.334208 -0.05 0.07 -1.16
H 6.115260 -0.437846 5.687501 0.23 -0.39 -0.52
H -6.084350 1.220267 -2.896933 0.38 0.25 -1.59
H 5.363677 6.464233 -2.240928 0.31 -0.06 0.21
H -8.233042 -2.273744 -2.028019 1.41 0.51 0.22
H 8.007951 4.260244 -0.822743 0.13 0.08 0.41
H -4.773765 -2.017026 -4.082084 0.33 0.77 -0.08
H 4.204237 -0.024059 2.582168 -0.97 -0.30 0.49
H -3.148952 6.674002 -2.829679 0.24 -1.02 0.55
H 0.856127 2.053494 2.562449 1.47 -0.72 0.04
H 4.024027 3.409849 2.538614 -0.09 -0.16 -0.87
H -1.231941 3.071571 1.936578 0.46 0.27 -0.05
H 7.075171 0.586450 1.727687 -0.07 -1.25 0.24
H 3.341961 6.056627 0.738926 -0.36 0.35 -0.09
H -4.124843 5.608707 -4.889230 0.17 0.44 -0.22
H -0.989179 3.198458 4.857031 1.27 0.61 0.36
H -0.746701 -4.240369 -1.593791 -1.05 0.17 0.34
H -2.235915 4.491606 1.639025 -0.53 0.32 -0.82
H -0.907889 4.348824 -0.982170 0.78 0.79 -1.24
H -0.298914 5.625978 0.765651 -0.58 0.44 -0.10
H -7.183300 2.505576 1.541834 -0.63 0.58 -0.47
H -3.951475 -3.799457 -5.434975 0.48 -0.33 0.63
H 2.158821 -4.881186 -1.902773 -0.69 0.01 0.03
H -4.010955 -0.547910 -3.848299 1.52 0.27 -0.32
H -7.781897 -1.156526 0.704007 0.36 -1.56 0.07
H 2.018899 7.247826 0.446093 0.63 -0.85 -0.92
H 5.116575 -2.347144 4.797983 0.75 0.15 0.74
H 3.869713 0.364824 4.116021 -0.23 -0.59 -0.43
H 5.450002 2.254139 -4.413170 -0.45 -0.29 0.71
H -6.747947 -2.221999 -8.011862 -0.14 0.36 0.14
H 8.148591 -1.808947 3.811146 -1.48 0.99 -0.22
H -5.147295 -6.359191 -1.152069 0.62 -0.17 0.19
H 4.151452 -3.220615 0.156862 0.06 0.01 0.31
H 6.976434 2.915961 -3.847368 -0.08 -0.38 -0.77
H -7.290580 -0.808566 -1.365111 0.01 -1.18 -0.71
```
Positions in Å, forces in eV/Å.

Calculated values
LUMO in eV: -2.17
HOMO-LUMO gap in eV: 7.475
E_tot in a.u.: -6315.30912
Net charge: +1